This record from OMol25 describes a cluster of 2 separate species, C3H5N in total at a distorted geometry. The level of theory is ωB97M-V/def2-TZVPD.

Geometry (Å):
H: -1.90247 0.76091 0.31607
C: 0.61639 -1.42352 0.05395
H: 2.21467 1.17335 -0.62747
N: 1.41115 -0.53270 0.10997
H: -2.66832 -0.50538 -0.63465
H: 0.78107 -2.46587 -0.11622
C: -2.32807 -0.25315 0.38603
H: 2.32749 0.88613 1.21060
C: 1.99444 0.57980 0.23740

Calculated values
HOMO level (alpha / beta)   -8.221 / -8.086 eV
Relative energy (zero: lowest compared OMol25 entry of this formula, charge and spin)   7.298 eV

=====

This record from OMol25 describes a cluster of 10 separate species, C4H31N2O12 in total at a distorted geometry. The level of theory is ωB97M-V/def2-TZVPD.

Geometry (Å):
O: -0.43217 -0.32238 -3.38345
H: 1.90615 -3.59489 1.39670
H: 2.81763 -1.12655 -0.80677
H: -1.78730 -1.67675 2.10832
H: -2.14171 -3.20156 -0.03866
H: 1.87103 1.31603 0.99992
N: -2.24097 0.52620 -0.25791
H: 2.36082 2.25489 -2.59502
O: -0.59630 1.08959 3.19566
N: -0.22921 2.85875 0.39880
H: 2.86941 2.38750 0.58366
O: 0.36399 -3.49713 -2.19428
H: -1.53471 0.23623 0.40754
C: -1.99964 0.12130 -1.64249
O: 2.43317 2.02433 1.36514
O: 2.94985 -0.20918 -0.56266
H: -0.01235 3.69370 -0.15646
H: 3.81992 1.93888 -2.02341
H: 0.50318 -3.24314 0.87029
O: 1.56891 -0.48469 1.50043
H: 0.54862 -1.78318 -1.51390
O: -0.01118 -1.02887 -1.27829
H: 0.59157 2.77050 1.01465
H: -0.87018 0.18370 3.39917
H: 0.64770 -4.14220 -1.52099
H: 1.92577 -0.26246 2.36172
H: -3.42822 2.04572 0.79698
H: -2.31225 -0.93736 -1.52816
C: -2.69054 1.86978 0.01182
O: -1.77983 -1.63856 3.06915
O: 1.39635 -3.48876 0.58800
O: -1.41685 -2.87450 0.49187
O: 0.20528 1.12798 -1.67601
C: -1.59972 2.70808 0.87002
H: -0.62502 1.50335 4.05214
H: -1.14793 -2.13616 -0.09232
C: -0.53434 0.01918 -2.05588
H: -1.46947 1.99554 1.73178
H: -0.27092 -1.26155 -3.49497
H: -0.04828 -4.16568 -2.75793
H: 1.92934 -1.31306 1.18421
H: -3.01259 2.30800 -0.93781
H: 3.83845 -0.10027 -0.21642
H: -0.16577 2.11381 -0.34927
H: 1.15218 0.95297 -1.59636
O: 3.17332 2.58179 -2.30528
H: -2.51542 0.78072 -2.34699
H: -2.02593 -2.46524 3.47581
H: -1.97385 3.54560 1.45790

Calculated values
HOMO level   -11.994 eV
Relative energy (zero: lowest compared OMol25 entry of this formula, charge and spin)   3.838 eV
Net charge   +1

=====

This record from OMol25 describes the molecule C7H11N at a distorted geometry. The level of theory is ωB97M-V/def2-TZVPD.

Geometry (Å):
H: -2.83326 1.02677 0.60448
H: 1.45992 -2.00305 -0.41707
H: 1.18595 0.58483 -2.03795
N: -1.90041 -0.80019 0.21665
H: 2.56305 -0.43965 1.08387
C: -2.03306 0.68304 -0.13684
C: 1.49878 0.25191 -1.01604
C: 1.53037 -0.26022 1.02739
C: 0.93190 1.09258 0.15019
H: -0.59271 -0.37027 -1.34624
H: 1.32185 2.08120 0.24200
C: -0.50836 0.68945 0.42073
H: -2.11870 0.99404 -1.20582
C: 0.98929 -0.97999 -0.24959
C: -0.48615 -0.69229 -0.32311
H: 1.15668 -0.60952 2.05978
H: -2.45416 -1.26407 -0.39847
H: 2.63319 0.34636 -0.87991
H: -0.55556 0.54773 1.54245

Calculated values
HOMO level   -9.550 eV
Relative energy (zero: lowest compared OMol25 entry of this formula, charge and spin)   5.825 eV
Structure (SMILES)   C1N[C@@H]2[C@H]3C[C@H](C3)[C@@H]12

=====

This record from OMol25 describes a cluster of 2 separate species, C8H10ClOPS in total at a distorted geometry. The level of theory is ωB97M-V/def2-TZVPD.

Geometry (Å):
C: 1.31584 2.11014 0.57581
H: 0.62738 1.50849 -2.72525
H: 1.77991 -2.29628 0.53969
P: -2.56777 -0.38580 -0.23186
H: -0.00568 -2.64035 2.37148
C: 1.10894 0.75972 0.94210
C: 0.82887 -1.74090 0.70199
Cl: -4.12429 0.89124 0.21900
C: 0.82554 -0.05032 -1.22933
H: -2.17385 0.81761 -2.15386
H: -0.22987 -1.02758 2.45380
O: -1.84885 0.68831 -1.22555
H: -0.05288 -1.99589 0.16948
C: 1.05865 2.37140 -0.77500
C: 0.49661 -1.76321 2.18061
C: 0.94207 -0.32451 0.16044
H: 1.31909 -1.91594 2.77170
H: 1.16493 3.34238 -0.96580
S: -3.42305 -1.70877 -1.48965
H: 0.49987 -0.86975 -1.84738
H: 1.68519 2.95197 1.21964
C: 0.77336 1.27805 -1.66207

Calculated values
HOMO level (alpha / beta)   -8.540 / -8.920 eV
Relative energy (zero: lowest compared OMol25 entry of this formula, charge and spin)   4.665 eV

=====

This record from OMol25 describes the molecule C5H8O3 at a distorted geometry. The level of theory is ωB97M-V/def2-TZVPD.

Geometry (Å):
O: -0.07309 1.40846 -1.14144
O: 1.38748 -0.91775 -0.45747
C: -1.03461 -1.39912 -0.59098
H: 1.51314 0.83913 0.35733
H: 2.32654 -0.68817 1.52171
O: -2.24811 -0.85799 -0.06830
C: 2.14310 -0.17656 0.40417
H: 0.34612 1.15007 0.95274
C: -0.29724 0.83633 0.18723
H: -0.06272 0.61900 -1.78619
H: -2.83177 1.16740 -0.01466
H: 3.17719 0.04844 -0.18080
H: -1.63189 0.49136 1.55501
C: -1.92752 0.50891 0.48830
H: -0.86833 -2.39569 -1.01936
C: 0.08174 -0.63383 -0.20729

Calculated values
HOMO level   -8.201 eV
Relative energy (zero: lowest compared OMol25 entry of this formula, charge and spin)   6.203 eV
Structure (SMILES)   COC1=COC[C@@H]1O

=====

This record from OMol25 describes a structure of composition C39H38AsBaCl4N11O4P2 at a distorted geometry. The level of theory is ωB97M-V/def2-TZVPD.

Geometry (Å):
C: -2.82976 -4.11183 -3.59269
H: -3.56791 1.65152 -5.47602
C: 2.46048 -1.14184 -3.25249
H: 3.31243 -5.65411 3.74924
H: -3.73048 0.41294 -1.20316
H: -0.05838 5.11610 -1.91256
P: -2.38248 0.76685 0.98180
N: 3.75242 -1.28356 -2.58296
N: -0.41165 1.18534 3.26717
As: 2.65224 -3.77633 2.14228
C: -2.54651 -2.78012 -3.31714
H: -6.09459 3.91906 2.00886
H: 0.46382 1.35436 6.36559
C: 0.25329 3.72354 -0.31585
H: 3.85081 -4.44119 -0.00100
H: -1.95384 -5.47704 -0.62017
C: -4.73281 0.32341 2.28590
H: -2.68392 -2.03316 -4.08786
H: -3.24004 2.38381 -1.15164
O: -0.30432 -0.71593 -0.90220
C: -0.25790 2.66515 0.42458
N: -2.18653 2.29729 3.84657
C: -2.62444 -5.08215 -2.62382
C: -1.49619 2.13203 -5.14409
H: 4.31658 -5.54599 1.31778
H: 0.53816 2.46018 -4.53179
O: 2.61304 0.97917 1.26696
C: -3.98541 1.30036 1.63530
N: -1.57784 1.71060 2.86670
O: 2.11349 0.95141 -1.39186
H: 0.43786 0.89519 -2.63695
C: 3.70692 3.06237 1.06811
C: -2.05864 -2.41298 -2.06823
C: -0.37759 1.46880 4.55784
C: -5.72201 2.90402 2.07185
H: 4.06158 -2.70525 3.91184
C: -2.68749 1.46604 -4.87254
N: 1.83053 -2.10624 6.05215
H: 1.99917 -4.64286 4.41491
C: -1.84556 -3.39563 -1.10107
H: -1.44993 -3.11472 -0.13194
C: -0.42891 1.01915 -3.29059
H: -7.43939 2.17307 3.13042
H: 5.09762 -3.70194 2.84379
C: 4.27571 -2.98368 2.88258
H: -2.84052 -6.12068 -2.84224
C: 3.74071 -1.57151 -1.28682
C: -5.97412 0.63579 2.81826
H: 1.65470 -1.37430 -2.55956
N: 1.74258 -2.16532 4.76272
C: -1.74730 3.81339 -1.62372
H: 0.38641 2.29420 1.21405
C: -3.02398 -0.12329 -0.56940
C: 4.80701 -0.37866 -3.03104
P: -1.63957 -0.71634 -1.57125
C: -1.61583 0.33711 -3.03364
Ba: 0.74466 -0.52712 1.45364
C: 2.77909 1.91939 -0.90076
Cl: 3.94599 3.09610 2.79079
C: -2.12889 -4.72314 -1.37680
Cl: 4.97914 5.48512 1.00459
H: 2.41549 -1.80596 -4.12043
N: -1.44969 2.16842 4.94887
Cl: 4.39642 5.46246 -2.08362
H: -3.20149 -4.39102 -4.57086
C: 3.22004 3.03200 -1.64273
C: 1.10727 -0.25309 5.36743
H: -3.53916 -0.98762 -0.14587
N: 3.76942 -1.92085 -0.18525
C: -1.52543 2.14637 0.13589
C: -0.37903 1.91489 -4.35403
N: 1.29444 -0.98889 4.27598
N: 1.42452 -0.89944 6.48162
C: -2.25087 2.74471 -0.90170
N: 0.63089 1.06558 5.41425
C: -0.48020 4.29963 -1.33970
H: -2.34133 4.24582 -2.42001
C: -4.47836 2.59509 1.54055
H: 2.33033 -0.10443 -3.55872
H: -3.87775 3.37136 1.08496
H: 2.74303 -5.73477 0.51204
C: 3.88031 4.13770 -1.07574
C: 3.48673 -5.01060 0.85107
C: 2.37371 -5.14269 3.52455
H: 4.48864 0.65855 -2.93452
H: 5.04103 -0.59806 -4.07519
C: -6.47366 1.92578 2.70625
H: -6.54413 -0.12529 3.33690
H: 4.53145 -2.09756 2.30686
H: 1.64300 -5.87558 3.17614
H: 1.24325 4.09213 -0.07901
C: 4.12865 4.15219 0.27720
C: 3.05708 1.94561 0.54162
H: -1.44961 2.83814 -5.96481
H: 5.69877 -0.54003 -2.42877
Cl: 2.77728 3.08036 -3.33973
H: -4.31604 -0.67043 2.39906
H: -3.68651 0.08168 -3.58487
O: -1.81223 -0.48393 1.60609
C: -2.74798 0.57578 -3.81415

Calculated values
HOMO level   -1.506 eV
Relative energy (zero: lowest compared OMol25 entry of this formula, charge and spin)   1.595 eV
Net charge   -2